Here is C4H5NO2 as an isolated structure in a non-equilibrium geometry from the OMol25 dataset. Energies are from ωB97M-V/def2-TZVPD.

Atoms and positions in Å:
O: 0.0170 0.4799 2.5126
C: 0.0160 0.1178 1.3612
C: 0.7377 0.6842 0.2549
C: 0.5131 0.1059 -1.1172
N: -0.9207 -0.0821 -1.2900
C: -1.4329 -0.7030 -0.3157
O: -0.8102 -0.9851 0.8802
H: 1.0229 1.7558 0.2994
H: 1.2908 -0.3662 1.0302
H: 1.0098 -0.8708 -1.1452
H: 0.9335 0.7089 -1.9320
H: -2.4436 -1.0986 -0.3952

Cartesian forces (eV/Å) of the 3 atoms listed first:
O -0.5 -0.7 -0.4
C -2.2 0.8 0.2
C 1.3 -1.1 0.8

Orbital gap (eV): 10.40
Max |F| (hartree/bohr): 0.06551
E_HOMO (hartree): -0.3730
Relative energy (zero: lowest compared OMol25 entry of this formula, charge and spin) (eV): 3.220
LUMO (eV): 0.250
Charge: 0